1.
Below is a molecular structure, C21H59BCuNO7, with properties calculated with ωB97M-V/def2-TZVPD.

## Properties
Total charge: 0
HOMO level: -8.53 eV
Total energy: -3082.0936 hartree
LUMO energy: 0.0093 hartree
Max |F|: 0.0883 Eh/bohr

Structure (XYZ):
```
90
C21H59BCuNO7 (ωB97M-V/def2-TZVPD)
Cu 4.920 26.981 15.193
B 5.043 24.506 14.895
H 5.450 25.097 15.701
H 5.886 23.974 14.483
H 4.332 23.813 15.319
H 4.664 25.193 14.155
C 7.090 26.759 17.808
O 5.944 27.516 17.449
C 6.253 28.946 17.502
C 5.232 29.783 16.706
N 5.355 29.415 15.280
C 4.407 30.093 14.473
C 4.415 29.485 13.105
O 4.221 28.038 13.186
C 4.256 27.417 11.902
H 6.785 25.713 17.822
H 7.405 27.030 18.816
H 8.019 26.859 17.247
H 7.184 29.200 16.994
H 6.312 29.224 18.555
H 5.554 30.812 16.869
H 4.199 29.666 17.032
H 6.214 29.857 14.983
H 4.579 31.167 14.397
H 3.384 29.994 14.838
H 5.368 29.685 12.614
H 3.600 29.943 12.544
H 4.169 26.330 11.901
H 5.179 27.730 11.415
H 3.514 27.798 11.200
C 1.977 22.353 14.508
C 3.097 21.727 13.697
C 2.580 20.769 12.662
O 3.799 22.712 13.062
H 1.445 21.616 15.108
H 1.248 22.867 13.881
H 2.283 23.133 15.205
H 3.718 21.224 14.438
H 1.885 21.326 12.033
H 2.219 19.839 13.102
H 3.344 20.458 11.948
H 4.258 23.237 13.722
C 8.674 21.336 16.840
C 7.692 21.889 15.823
C 6.888 20.797 15.129
O 6.784 22.722 16.499
H 9.526 20.845 16.369
H 8.168 20.597 17.461
H 9.117 22.094 17.487
H 8.292 22.500 15.148
H 6.038 21.201 14.579
H 6.543 19.964 15.743
H 7.504 20.421 14.312
H 6.358 23.282 15.844
C 9.153 25.664 14.537
C 8.319 25.988 13.265
C 8.101 24.832 12.249
O 7.008 26.337 13.675
H 10.122 25.225 14.300
H 8.556 24.973 15.134
H 9.352 26.541 15.153
H 8.842 26.800 12.760
H 7.402 24.106 12.664
H 9.046 24.404 11.914
H 7.676 25.245 11.334
H 6.654 25.512 14.016
C 4.445 19.908 19.643
C 5.036 20.670 18.375
C 3.922 21.305 17.577
O 5.910 21.661 18.789
H 5.197 19.206 20.004
H 3.725 19.198 19.236
H 3.903 20.471 20.404
H 5.445 19.884 17.739
H 4.290 22.022 16.843
H 3.345 21.953 18.236
H 3.194 20.562 17.252
H 6.263 22.123 18.024
C 4.101 24.939 18.472
C 2.774 25.384 17.881
C 2.005 26.524 18.600
O 3.040 25.857 16.597
H 4.680 24.301 17.804
H 3.908 24.402 19.401
H 4.706 25.804 18.745
H 2.114 24.522 17.787
H 2.392 27.543 18.601
H 1.877 26.099 19.595
H 0.967 26.598 18.273
H 3.385 25.079 16.154
```

---

2.
Below is 6 unconnected molecules or ions with the total composition C21H59N7O6, with properties calculated with ωB97M-V/def2-TZVPD.

## Properties
ΔE to the lowest compared entry with this formula, charge and spin: 1.485 eV
Total charge: 0
HOMO level: -8.47 eV
Total energy: -1670.1500 hartree
LUMO energy: 0.0221 hartree
Max |F|: 0.0475 Eh/bohr

Structure (XYZ):
```
93
C21H59N7O6 (ωB97M-V/def2-TZVPD)
C 4.659 20.078 17.970
O 5.451 20.366 17.074
N 4.920 20.194 19.268
N 3.378 19.755 17.733
H 5.894 20.392 19.465
H 4.296 19.886 19.990
H 3.118 19.730 16.764
H 2.739 19.694 18.503
C 3.482 19.045 14.142
C 2.161 18.222 14.032
C 1.756 17.747 15.448
O 2.694 16.799 15.972
C 2.369 16.219 17.235
N 1.088 19.054 13.523
H 3.876 19.301 13.158
H 4.250 18.419 14.597
H 3.308 19.924 14.760
H 2.288 17.338 13.401
H 0.840 17.148 15.458
H 1.661 18.586 16.141
H 2.736 16.991 17.921
H 3.002 15.352 17.417
H 1.329 15.992 17.475
H 1.411 19.394 12.623
H 0.255 18.511 13.327
C 1.344 20.389 20.719
C 1.295 19.293 21.825
C 2.597 18.453 21.859
O 2.712 17.792 20.616
C 3.753 16.803 20.657
N 1.137 20.002 23.120
H 2.320 20.885 20.754
H 0.648 21.204 20.910
H 1.213 19.998 19.709
H 0.439 18.624 21.757
H 2.507 17.715 22.663
H 3.484 19.037 22.129
H 4.155 16.643 19.657
H 3.480 15.795 20.980
H 4.507 17.187 21.346
H 1.967 20.575 23.249
H 0.394 20.689 23.083
C 7.929 17.454 21.184
C 7.607 17.722 19.760
C 8.186 18.980 19.143
O 7.972 20.121 19.932
C 8.491 21.297 19.380
N 7.811 16.565 18.876
H 7.370 16.620 21.615
H 7.810 18.307 21.850
H 8.971 17.110 21.205
H 6.505 17.774 19.751
H 7.737 19.094 18.148
H 9.260 18.891 18.929
H 9.571 21.244 19.216
H 8.245 22.075 20.106
H 8.027 21.680 18.464
H 7.470 15.760 19.388
H 7.198 16.742 18.077
C 7.322 16.818 15.246
C 5.963 16.408 15.828
C 5.960 14.913 16.167
O 6.054 14.150 14.996
C 5.996 12.753 15.229
N 5.674 17.241 16.978
H 7.314 17.801 14.771
H 7.645 16.016 14.584
H 8.068 16.933 16.035
H 5.107 16.547 15.160
H 5.069 14.714 16.776
H 6.828 14.666 16.792
H 4.959 12.502 15.473
H 6.710 12.493 16.012
H 6.215 12.203 14.315
H 4.669 17.210 17.113
H 5.866 18.236 16.933
C 5.048 23.686 11.077
C 3.809 23.838 11.941
C 3.948 23.219 13.313
O 4.688 24.037 14.177
C 5.424 23.272 15.130
N 3.555 25.311 11.965
H 5.032 24.254 10.144
H 5.222 22.648 10.782
H 5.920 24.114 11.575
H 2.959 23.340 11.460
H 4.295 22.186 13.220
H 2.909 23.121 13.665
H 6.127 23.926 15.647
H 5.941 22.422 14.687
H 4.744 22.980 15.936
H 3.167 25.457 11.040
H 2.836 25.477 12.664
```

---

3.
Below is 9 unconnected molecules or ions with the total composition C21H60F3N12O11S, with properties calculated with ωB97M-V/def2-TZVPD.

## Properties
ΔE to the lowest compared entry with this formula, charge and spin: 2.986 eV
Total charge: -1
HOMO level: -6.48 eV
Total energy: -3018.7577 hartree
LUMO energy: 0.0803 hartree
Max |F|: 0.0773 Eh/bohr

Structure (XYZ):
```
108
C21H60F3N12O11S (ωB97M-V/def2-TZVPD)
C -14.990 9.974 -1.938
F -15.049 10.480 -3.168
F -14.249 8.857 -1.943
F -14.421 10.853 -1.127
S -16.744 9.527 -1.393
O -17.272 8.632 -2.414
O -16.532 8.910 -0.090
O -17.515 10.769 -1.356
C -14.621 12.224 -6.570
O -13.935 13.240 -6.689
N -14.231 10.945 -6.800
N -15.890 12.289 -6.046
H -13.260 10.825 -7.031
H -14.728 10.318 -6.188
H -16.194 13.098 -5.539
H -16.317 11.379 -5.968
C -19.059 12.503 -4.150
O -19.088 13.090 -5.238
N -19.471 13.118 -3.023
N -18.767 11.175 -4.013
H -19.344 12.724 -2.109
H -19.784 14.057 -3.192
H -18.401 10.611 -4.758
H -18.693 10.965 -3.025
C -16.826 8.373 -5.823
O -16.828 9.581 -5.580
N -16.491 7.449 -4.899
N -17.183 7.840 -7.010
H -16.448 6.494 -5.193
H -16.324 7.765 -3.953
H -17.240 6.843 -7.060
H -17.444 8.467 -7.750
C -13.914 7.313 2.387
O -13.188 6.564 3.044
N -13.465 8.568 2.090
N -15.167 7.030 1.970
H -13.972 9.418 1.928
H -12.565 8.563 2.553
H -15.580 6.144 2.185
H -15.496 7.654 1.249
C -15.879 5.254 -2.288
C -17.405 5.310 -2.111
C -17.833 3.811 -2.111
O -19.132 3.533 -2.666
C -20.043 3.353 -1.630
N -17.807 5.946 -0.861
H -15.623 4.773 -3.236
H -15.454 4.591 -1.529
H -15.477 6.267 -2.321
H -17.679 5.902 -2.986
H -17.610 3.346 -1.146
H -17.100 3.262 -2.711
H -21.046 3.377 -2.062
H -19.986 3.935 -0.706
H -19.991 2.346 -1.176
H -16.996 5.689 -0.304
H -17.857 6.955 -0.911
C -22.335 14.269 1.796
C -21.541 13.205 2.532
C -20.062 13.480 2.798
O -19.347 13.619 1.600
C -19.227 12.387 0.888
N -22.203 12.895 3.805
H -23.137 13.892 1.159
H -21.704 14.849 1.111
H -22.788 15.064 2.396
H -21.823 12.297 1.991
H -19.621 12.698 3.426
H -19.979 14.353 3.453
H -18.193 12.241 0.580
H -19.779 12.453 -0.055
H -19.631 11.501 1.376
H -23.193 12.785 3.614
H -22.168 13.638 4.496
C -13.638 18.166 1.907
C -13.530 17.044 0.850
C -14.745 16.158 0.547
O -14.554 15.363 -0.593
C -14.984 14.025 -0.373
N -13.144 17.761 -0.382
H -12.688 18.572 2.259
H -14.079 17.733 2.813
H -14.166 19.041 1.532
H -12.713 16.339 1.034
H -15.595 16.856 0.561
H -14.986 15.617 1.469
H -14.623 13.275 -1.075
H -16.060 13.895 -0.242
H -14.512 13.653 0.545
H -13.950 18.144 -0.863
H -12.515 18.547 -0.309
C -11.569 13.861 -4.094
C -11.614 13.441 -2.639
C -10.263 12.720 -2.279
O -9.993 12.588 -0.881
C -11.077 12.050 -0.119
N -11.577 14.665 -1.837
H -11.519 12.985 -4.740
H -10.866 14.665 -4.292
H -12.594 14.233 -4.170
H -12.431 12.776 -2.363
H -9.460 13.302 -2.735
H -10.192 11.763 -2.814
H -11.735 12.869 0.173
H -10.733 11.582 0.805
H -11.576 11.224 -0.630
H -10.697 15.161 -1.922
H -11.597 14.478 -0.844
```